Entry from OMol25: a molecular structure, C4H7NO2 (ωB97M-V/def2-TZVPD).

```
! RIJCOSX wB97M-V def2-TZVPD def2/J DEFGRID3
* xyz 0 1
N 1.76 0.80 1.53
C 0.71 0.34 0.87
O -0.45 0.86 0.95
C 0.47 -0.85 0.03
C -1.01 -0.40 0.10
C -1.43 0.13 -1.70
O -0.98 -0.70 -2.53
H 1.66 1.61 2.13
H 2.66 0.35 1.45
H 0.81 -1.79 0.49
H 0.78 -0.80 -1.02
H -1.54 -0.95 0.90
H -0.89 1.11 -1.58
H -2.53 0.32 -1.63
*
```

Energy relative to the best compared isomer or geometry (same formula, charge and spin) = 111.99 kcal/mol
Kohn-Sham gap = 7.3 eV
Calculated total energy = -9842.4234 eV
Highest occupied orbital energy = -7.250 eV
Strongest force on any atom = 0.77 eV/Å

Atom charges from the Mulliken analysis, given in e for atoms 1 to 6: atom 1 (N): -0.37, atom 2 (C): 0.61, atom 3 (O): -0.40, atom 4 (C): -0.58, atom 5 (C): -0.18, atom 6 (C): -0.22

---

Entry from OMol25: a gas-phase ion, C9H13N2OS (charge +1) at a distorted geometry (ωB97M-V/def2-TZVPD).

```
! RIJCOSX wB97M-V def2-TZVPD def2/J DEFGRID3
* xyz 1 1
C -2.68 -1.33 2.11
C -1.52 -1.40 1.28
C -3.46 -0.18 1.88
C -1.23 -0.23 0.63
C 2.53 1.63 -0.67
C 1.10 1.99 -1.30
C -0.15 0.19 -0.12
C 0.16 -1.87 -1.51
C 0.88 -0.89 -0.47
N 2.43 1.27 0.60
N 0.00 1.47 -0.52
O 3.55 1.64 -1.28
S -2.64 0.86 0.83
H -2.93 -2.24 2.58
H -0.67 -2.22 1.39
H -4.34 0.21 2.33
H 1.19 3.06 -1.45
H 0.99 1.54 -2.27
H -0.89 -2.13 -1.17
H 0.94 -2.61 -1.65
H -0.23 -1.33 -2.49
H 1.75 -0.49 -0.98
H 1.19 -1.44 0.36
H 3.30 1.20 1.05
H 1.53 1.07 1.15
H -0.80 2.22 -0.29
*
```

Energy relative to the best compared isomer or geometry (same formula, charge and spin) = 12.75 kcal/mol
Kohn-Sham gap = 8.0 eV
Calculated total energy = -25398.7480 eV
Highest occupied orbital energy = -13.271 eV
Strongest force on any atom = 3.97 eV/Å

Atom charges from the Mulliken analysis, given in e for atoms 1 to 6: atom 1 (C): -0.76, atom 2 (C): -0.18, atom 3 (C): -0.26, atom 4 (C): 0.56, atom 5 (C): 0.36, atom 6 (C): -0.46

---

Entry from OMol25: 4 unconnected molecules or ions with the total composition C16H24O8 at a distorted geometry (ωB97M-V/def2-TZVPD).

```
! RIJCOSX wB97M-V def2-TZVPD def2/J DEFGRID3
* xyz 0 1
O 0.37 0.71 2.41
C -0.19 0.22 1.48
O -0.03 0.70 0.23
C -0.43 -0.26 -0.76
C -1.32 -1.27 -0.05
C -0.98 -1.11 1.42
H 0.53 -0.66 -1.10
H -0.94 0.23 -1.59
H -1.19 -2.28 -0.42
H -2.30 -0.83 -0.24
H -0.21 -1.76 1.85
H -1.82 -0.95 2.09
O 3.91 -0.39 7.22
C 3.14 0.22 6.54
O 2.16 1.02 7.07
C 1.82 2.06 6.19
C 2.61 1.76 4.88
C 3.06 0.34 5.04
H 2.01 3.09 6.48
H 0.75 2.14 5.98
H 3.40 2.50 4.68
H 2.10 1.92 3.92
H 3.99 -0.02 4.62
H 2.29 -0.34 4.65
O -3.07 1.41 -1.24
C -4.24 1.39 -1.50
O -5.19 1.02 -0.62
C -6.43 0.83 -1.31
C -6.32 1.79 -2.47
C -4.87 1.62 -2.87
H -7.29 1.01 -0.66
H -6.66 -0.20 -1.59
H -6.49 2.80 -2.11
H -6.99 1.65 -3.32
H -4.49 2.46 -3.43
H -4.70 0.70 -3.44
O 5.69 -1.43 -2.36
C 4.69 -1.72 -2.98
O 3.64 -2.38 -2.51
C 2.63 -2.54 -3.48
C 3.22 -2.11 -4.88
C 4.47 -1.34 -4.44
H 1.68 -2.05 -3.29
H 2.44 -3.59 -3.67
H 2.50 -1.56 -5.47
H 3.48 -3.03 -5.40
H 4.21 -0.28 -4.51
H 5.36 -1.49 -5.04
*
```

Energy relative to the best compared isomer or geometry (same formula, charge and spin) = 15.30 kcal/mol
Kohn-Sham gap = 10.2 eV
Calculated total energy = -33360.7906 eV
Highest occupied orbital energy = -9.762 eV
Strongest force on any atom = 2.56 eV/Å

Atom charges from the Mulliken analysis, given in e for atoms 1 to 6: atom 1 (O): -0.61, atom 2 (C): 0.42, atom 3 (O): -0.38, atom 4 (C): -0.22, atom 5 (C): -0.19, atom 6 (C): -0.38

---

Entry from OMol25: 11 unconnected molecules or ions with the total composition C54H111N5O28 at a distorted geometry (ωB97M-V/def2-TZVPD).

```
! RIJCOSX wB97M-V def2-TZVPD def2/J DEFGRID3
* xyz 0 1
C 3.06 1.51 -1.38
C 2.38 1.50 -2.68
C 0.95 2.00 -2.63
O 0.77 2.68 -3.94
C 2.02 3.02 -4.32
O 2.26 3.68 -5.32
O 2.95 2.55 -3.51
H 2.94 2.50 -0.94
H 4.12 1.33 -1.45
H 2.60 0.85 -0.64
H 2.52 0.50 -3.13
H 0.71 2.65 -1.79
H 0.29 1.14 -2.61
C -4.89 -2.33 -2.60
C -5.12 -3.78 -2.67
C -5.40 -4.26 -4.06
O -4.36 -5.29 -4.29
C -3.64 -5.41 -3.20
O -2.61 -6.09 -3.17
O -3.99 -4.56 -2.24
H -4.47 -2.12 -1.62
H -5.83 -1.76 -2.71
H -4.14 -1.99 -3.31
H -6.00 -4.06 -2.10
H -5.40 -3.54 -4.85
H -6.36 -4.74 -4.10
C 5.59 -6.19 1.40
C 4.44 -6.65 2.25
C 4.30 -6.00 3.65
O 2.90 -5.65 3.82
C 2.24 -5.99 2.74
O 1.04 -5.99 2.64
O 3.12 -6.30 1.70
H 5.53 -5.10 1.24
H 5.67 -6.74 0.45
H 6.49 -6.50 1.94
H 4.51 -7.74 2.36
H 4.89 -5.12 3.81
H 4.52 -6.69 4.47
C -1.47 -3.71 3.18
C -1.61 -3.02 4.47
C -1.90 -3.80 5.74
O -1.25 -2.97 6.74
C -0.27 -2.27 6.19
O 0.55 -1.65 6.82
O -0.33 -2.34 4.86
H -1.40 -3.00 2.36
H -2.42 -4.21 2.96
H -0.65 -4.46 3.13
H -2.34 -2.22 4.35
H -1.47 -4.84 5.79
H -2.95 -3.85 5.99
C 1.38 4.25 1.62
C 0.27 5.16 1.25
C 0.43 6.63 1.42
O -0.41 7.17 0.36
C -0.39 6.29 -0.62
O -0.73 6.49 -1.80
O 0.03 5.06 -0.21
H 2.28 4.47 1.05
H 1.11 3.21 1.42
H 1.68 4.38 2.67
H -0.61 4.78 1.71
H 1.42 7.06 1.29
H 0.00 6.98 2.35
C 3.00 -4.66 -1.74
C 3.31 -3.20 -1.75
C 4.70 -2.80 -1.46
O 4.94 -1.67 -2.28
C 4.06 -1.76 -3.31
O 4.05 -0.98 -4.28
O 3.17 -2.70 -3.09
H 3.63 -5.20 -2.44
H 1.96 -4.84 -2.03
H 3.20 -5.06 -0.73
H 2.61 -2.64 -1.12
H 5.37 -3.59 -1.76
H 4.86 -2.60 -0.42
C 1.77 -2.89 1.63
O 3.05 -2.21 1.38
C 3.30 -1.32 2.44
C 3.90 -1.92 3.65
N 5.10 -2.62 3.38
C 6.19 -1.62 3.21
C 7.43 -2.27 2.59
O 7.09 -2.86 1.35
C 8.18 -3.49 0.71
H 1.73 -3.48 2.57
H 1.68 -3.62 0.82
H 0.93 -2.17 1.62
H 2.33 -0.83 2.67
H 3.93 -0.53 2.05
H 3.17 -2.67 4.03
H 4.15 -1.22 4.46
H 5.01 -3.08 2.49
H 6.55 -1.21 4.19
H 5.87 -0.78 2.58
H 7.83 -3.00 3.33
H 8.18 -1.50 2.48
H 7.89 -4.00 -0.22
H 8.65 -4.16 1.47
H 8.95 -2.69 0.44
C -0.58 0.36 3.09
O -1.14 -0.17 1.87
C -1.37 0.77 0.85
C -1.52 0.02 -0.45
N -0.27 -0.71 -0.74
C -0.24 -1.42 -2.00
C -0.91 -2.68 -1.92
O -0.25 -3.54 -1.00
C -0.91 -4.80 -0.68
H -0.09 -0.43 3.66
H -1.37 0.86 3.69
H 0.14 1.11 2.80
H -0.56 1.49 0.71
H -2.27 1.35 1.03
H -1.70 0.68 -1.31
H -2.36 -0.74 -0.46
H 0.18 -1.09 0.06
H 0.78 -1.58 -2.27
H -0.73 -0.80 -2.76
H -0.86 -3.15 -2.91
H -1.96 -2.59 -1.66
H -1.86 -4.52 -0.14
H -0.23 -5.19 0.09
H -1.15 -5.46 -1.51
C -3.80 5.03 -7.55
O -2.69 4.16 -7.81
C -3.12 2.85 -8.26
C -1.89 1.95 -8.20
N -1.25 1.82 -6.86
C -2.08 1.38 -5.79
C -2.34 -0.11 -5.73
O -3.48 -0.42 -6.54
C -3.56 -1.84 -6.71
H -4.51 5.08 -8.42
H -3.48 6.04 -7.30
H -4.42 4.63 -6.70
H -3.50 2.97 -9.31
H -3.96 2.45 -7.62
H -1.13 2.29 -8.89
H -2.26 0.99 -8.51
H -0.84 2.71 -6.60
H -3.03 1.95 -5.76
H -1.51 1.73 -4.93
H -2.62 -0.27 -4.66
H -1.47 -0.74 -5.92
H -2.62 -2.19 -7.19
H -4.45 -2.17 -7.20
H -3.59 -2.35 -5.73
C -4.27 0.66 4.08
O -5.22 0.28 3.08
C -4.68 0.38 1.78
C -5.85 0.16 0.83
N -5.49 0.43 -0.62
C -5.60 1.81 -1.02
C -5.44 1.88 -2.53
O -6.38 0.99 -3.09
C -6.19 0.87 -4.51
H -3.64 -0.13 4.46
H -4.88 0.90 4.94
H -3.62 1.46 3.74
H -3.90 -0.39 1.68
H -4.22 1.39 1.63
H -6.60 0.93 1.15
H -6.30 -0.85 0.89
H -6.12 -0.05 -1.25
H -4.80 2.43 -0.59
H -6.57 2.27 -0.77
H -4.40 1.63 -2.83
H -5.64 2.90 -2.86
H -6.25 1.82 -5.01
H -6.92 0.13 -4.78
H -5.22 0.42 -4.71
C 4.61 6.92 2.66
O 3.30 6.80 3.34
C 3.28 7.49 4.61
C 1.99 7.25 5.29
N 1.81 5.90 5.65
C 0.60 5.59 6.47
C -0.68 5.74 5.72
O -0.69 5.07 4.48
C -1.08 3.74 4.53
H 5.43 6.49 3.26
H 4.76 7.98 2.61
H 4.50 6.46 1.68
H 3.45 8.58 4.45
H 4.15 7.15 5.24
H 1.20 7.54 4.53
H 1.87 7.99 6.10
H 1.88 5.34 4.83
H 0.63 6.20 7.37
H 0.69 4.57 6.86
H -0.92 6.78 5.55
H -1.47 5.32 6.34
H -2.18 3.62 4.61
H -0.64 3.20 5.36
H -0.71 3.24 3.64
*
```

Kohn-Sham gap = 8.5 eV
Calculated total energy = -122572.2661 eV
Highest occupied orbital energy = -8.180 eV
Strongest force on any atom = 4.71 eV/Å

Atom charges from the Mulliken analysis, given in e for atoms 1 to 6: atom 1 (C): -1.73, atom 2 (C): 1.25, atom 3 (C): 1.36, atom 4 (O): -0.28, atom 5 (C): 0.46, atom 6 (O): -0.62

---

Entry from OMol25: a single C5H10O molecule at a distorted geometry (ωB97M-V/def2-TZVPD).

```
! RIJCOSX wB97M-V def2-TZVPD def2/J DEFGRID3
* xyz 0 1
C -1.58 0.76 -0.67
C -0.52 -0.21 -0.18
C -0.76 -0.59 1.29
C 0.85 0.34 -0.49
O 0.90 1.25 -1.28
C 2.16 -0.26 -0.12
H -1.39 1.03 -1.71
H -1.59 1.68 -0.08
H -2.57 0.29 -0.61
H -0.45 -1.00 -0.98
H -0.75 0.31 1.92
H -0.01 -1.28 1.68
H -1.75 -1.05 1.41
H 2.15 -0.50 0.93
H 2.30 -1.16 -0.71
H 3.01 0.40 -0.38
*
```

Energy relative to the best compared isomer or geometry (same formula, charge and spin) = 10.52 kcal/mol
Kohn-Sham gap = 10.2 eV
Calculated total energy = -7394.3091 eV
Highest occupied orbital energy = -9.287 eV
Strongest force on any atom = 1.81 eV/Å

Atom charges from the Mulliken analysis, given in e for atoms 1 to 6: atom 1 (C): -1.38, atom 2 (C): 0.82, atom 3 (C): -1.33, atom 4 (C): 0.37, atom 5 (O): -0.58, atom 6 (C): -1.16